The following is a DFT calculation (ωB97M-V/def2-TZVPD) of a 3-piece molecular cluster, C24H44BrF5N2O8P2 overall in a non-equilibrium geometry.

Last column: Mulliken charge in e.
Atoms and positions in Å:
C: -9.001 6.218 -0.140  -0.83
C: -10.335 6.564 -0.849  -0.63
C: -10.296 6.548 -2.409  -0.49
Br: -10.352 8.466 -2.977  -0.15
C: -9.006 5.945 -3.046  0.12
C: -8.994 6.370 -4.510  -0.17
N: -8.900 6.725 -5.576  -0.49
C: -8.948 4.369 -3.075  0.28
C: -10.013 3.692 -2.261  -0.16
N: -10.622 3.230 -1.431  -0.51
C: -7.514 3.928 -2.627  -0.88
C: -7.301 2.389 -2.886  -0.86
C: -5.857 2.068 -3.346  -1.24
C: -4.781 2.681 -2.431  1.13
F: -4.540 3.987 -2.682  -0.30
F: -5.121 2.569 -1.119  -0.32
C: -3.445 1.893 -2.630  0.57
F: -3.165 1.872 -3.945  -0.29
F: -3.538 0.641 -2.198  -0.21
F: -2.418 2.496 -2.042  -0.28
H: -9.051 6.246 0.956  0.42
H: -8.739 5.179 -0.415  0.08
H: -8.184 6.845 -0.549  0.26
H: -11.058 5.777 -0.550  0.29
H: -10.757 7.498 -0.442  0.50
H: -11.222 6.115 -2.809  0.53
H: -8.066 6.330 -2.631  0.39
H: -9.039 3.998 -4.112  0.76
H: -6.815 4.506 -3.254  0.53
H: -7.327 4.113 -1.559  0.25
H: -8.064 2.108 -3.636  0.56
H: -7.558 1.822 -1.975  0.34
H: -5.737 2.394 -4.395  0.35
H: -5.697 0.973 -3.345  0.47
C: -0.744 -1.005 -2.952  -0.93
C: -0.927 -0.857 -1.451  -0.31
O: 0.017 -1.636 -0.721  -0.39
P: 1.582 -1.141 -0.693  1.12
O: 1.512 0.048 0.221  -0.78
O: 2.203 -2.252 0.351  -0.38
C: 2.859 -1.845 1.550  -0.12
C: 1.894 -1.830 2.719  -1.20
O: 1.985 -2.185 -1.945  -0.29
C: 3.074 -1.774 -2.793  -0.29
C: 4.381 -1.656 -2.032  -1.12
H: 0.195 -0.548 -3.279  0.19
H: -1.559 -0.520 -3.490  0.39
H: -0.708 -2.058 -3.235  0.27
H: -0.854 0.194 -1.152  0.28
H: -1.918 -1.212 -1.165  0.30
H: 3.346 -0.879 1.416  0.34
H: 3.651 -2.572 1.748  0.24
H: 0.976 -1.291 2.481  0.33
H: 2.352 -1.364 3.594  0.36
H: 1.598 -2.847 2.982  0.29
H: 2.820 -0.823 -3.270  0.29
H: 3.167 -2.524 -3.579  0.36
H: 4.334 -0.854 -1.287  0.30
H: 5.203 -1.434 -2.713  0.46
H: 4.601 -2.581 -1.497  0.26
C: 10.569 -6.230 5.228  -0.92
C: 10.819 -4.748 5.009  -0.34
O: 10.040 -4.226 3.935  -0.34
P: 8.425 -4.033 4.165  1.09
O: 8.385 -2.842 5.078  -0.77
O: 8.032 -3.302 2.743  -0.38
C: 7.400 -2.024 2.727  -0.20
C: 8.424 -0.913 2.588  -1.19
O: 8.095 -5.505 3.427  -0.29
C: 6.909 -6.190 3.871  -0.30
C: 5.648 -5.393 3.590  -1.13
H: 9.558 -6.405 5.607  0.20
H: 11.275 -6.637 5.953  0.41
H: 10.664 -6.782 4.292  0.24
H: 10.617 -4.182 5.924  0.28
H: 11.864 -4.588 4.745  0.33
H: 6.775 -1.890 3.610  0.35
H: 6.731 -2.006 1.863  0.30
H: 9.240 -1.024 3.303  0.31
H: 7.960 0.063 2.740  0.36
H: 8.875 -0.933 1.594  0.30
H: 6.997 -6.407 4.939  0.29
H: 6.874 -7.142 3.341  0.36
H: 5.628 -4.466 4.173  0.29
H: 4.762 -5.973 3.852  0.49
H: 5.594 -5.114 2.538  0.26

largest force on an atom	7.88	eV/A
highest occupied orbital energy	-10.230	eV
E_tot	-5408.39152	a.u.
molar mass	725.5	g mol⁻¹
frontier orbital gap	9.773	eV
SMILES string	CC[C@@H](Br)[C@H](C#N)[C@H](C#N)CCCC(F)(F)C(F)(F)F.CCOP(=O)(OCC)OCC.CCOP(=O)(OCC)OCC

***

The following is a DFT calculation (ωB97M-V/def2-TZVPD) of C11H18IN4O9P2V as an isolated structure.

Last column: Mulliken charge in e.
Atoms and positions in Å:
V: -0.630 0.002 -0.253  0.60
N: -0.940 2.066 -1.077  -0.25
C: -2.352 2.468 -1.167  -0.50
C: -3.216 1.217 -1.374  0.47
O: -4.390 1.337 -1.756  -0.82
N: -2.532 0.124 -1.113  0.14
C: -3.142 -1.153 -1.366  -0.59
C: -2.041 -2.186 -1.537  0.49
O: -0.948 -1.921 -0.861  -0.83
O: -2.169 -3.160 -2.256  -0.76
H: -0.317 2.857 -0.962  0.21
H: -0.673 1.640 -1.966  0.40
H: -2.551 3.173 -1.979  0.35
H: -2.652 2.949 -0.231  0.19
H: -3.789 -1.129 -2.245  0.39
H: -3.770 -1.481 -0.523  0.26
N: 3.701 0.384 -1.244  -0.30
C: 2.818 -0.786 -0.843  0.75
C: 3.683 -2.031 -0.745  -1.82
P: 2.035 -0.302 0.732  1.09
O: 3.337 -0.020 1.665  -0.60
O: 1.367 1.011 0.428  -0.79
O: 1.186 -1.404 1.247  -0.67
P: 1.685 -0.866 -2.355  0.57
O: 1.179 -2.355 -2.364  -0.62
O: 2.686 -0.568 -3.425  -0.92
O: 0.539 0.073 -2.118  -0.63
H: 4.600 0.354 -0.769  0.33
H: 3.208 1.249 -1.002  0.29
H: 3.764 0.289 -2.291  0.44
H: 4.512 -1.882 -0.045  0.46
H: 4.076 -2.317 -1.722  0.45
H: 3.066 -2.848 -0.376  0.35
H: 3.383 -0.664 2.379  0.35
H: 0.330 -2.406 -1.818  0.48
I: -2.054 -2.469 2.258  0.06
C: -1.562 -0.490 2.678  0.17
C: -1.574 -0.127 4.018  -0.54
C: -1.322 1.184 4.379  -0.40
C: -1.106 2.093 3.345  -1.04
C: -1.120 1.655 2.045  -0.14
N: -1.295 0.356 1.670  0.35
H: -1.790 -0.886 4.756  0.36
H: -1.319 1.485 5.418  0.38
H: -0.940 3.146 3.532  0.41
H: -0.961 2.342 1.230  0.41

largest force on an atom	0.70	eV/A
expectation value of S²	0.84
highest occupied orbital energy (alpha / beta)	-2.500 / -3.028	eV
spin multiplicity	2
E_tot	-3250.96823	a.u.
molar mass	590.1	g mol⁻¹
relative energy (zero: lowest compared OMol25 entry of this formula, charge and spin)	0.0	kJ/mol
frontier orbital gap (alpha / beta)	4.707 / 5.234	eV
net charge	-1

***

The following is a DFT calculation (ωB97M-V/def2-TZVPD) of C6H11NO in the gas phase in a non-equilibrium geometry.

Last column: Mulliken charge in e.
Atoms and positions in Å:
C: -1.530 0.763 -0.562  -1.88
C: -0.238 -0.004 -0.567  0.82
C: 0.128 -1.162 0.310  -1.53
C: -0.414 -1.413 -1.085  0.06
O: 0.553 -1.824 -2.066  -0.51
C: 0.651 0.231 0.654  1.31
C: 0.117 0.836 1.926  -1.51
N: 2.066 0.546 0.364  -0.70
H: -2.013 0.699 -1.544  0.48
H: -1.349 1.824 -0.363  0.39
H: -2.233 0.381 0.186  0.32
H: 0.971 -1.838 0.422  0.33
H: -1.406 -1.848 -1.140  0.43
H: 0.203 -1.716 -2.967  0.31
H: 0.792 0.621 2.763  0.38
H: 0.034 1.923 1.827  0.38
H: -0.868 0.439 2.192  0.35
H: 2.377 0.015 -0.452  0.33
H: 2.158 1.526 0.100  0.25

largest force on an atom	5.67	eV/A
highest occupied orbital energy (alpha / beta)	-6.507 / -6.735	eV
E_tot	-364.95660	a.u.
molar mass	113.2	g mol⁻¹
relative energy (zero: lowest compared OMol25 entry of this formula, charge and spin)	721.7	kJ/mol
frontier orbital gap (alpha / beta)	6.536 / 6.727	eV
SMILES string	C[C@]12[C@@H]([C@@H]1O)[C@@]2(C)N

***

The following is a DFT calculation (ωB97M-V/def2-TZVPD) of C40H75Br16FIN2O11PS4 as an isolated structure in a non-equilibrium geometry.

Last column: Mulliken charge in e.
Atoms and positions in Å:
C: -2.919 4.793 -2.944  -1.23
C: -1.426 5.076 -2.714  -0.32
O: -0.739 3.826 -2.821  0.64
N: 0.482 3.568 -2.150  0.68
C: 1.274 4.812 -1.600  0.77
O: 1.911 4.652 -0.579  -0.59
O: 1.117 5.829 -2.243  -0.64
C: 0.111 2.514 -1.096  3.04
C: 1.241 2.046 -0.147  -2.17
C: 1.409 0.564 0.245  0.21
C: 1.959 0.522 1.708  -0.90
C: 3.055 -0.523 1.917  -0.64
O: 2.515 -1.705 2.527  -0.31
C: 3.397 -2.750 2.528  0.70
C: 3.799 -3.309 3.868  -0.75
O: 3.822 -3.223 1.504  -0.53
C: -1.099 2.947 -0.208  -1.95
I: -0.930 4.792 0.908  0.16
C: -1.494 1.907 0.868  -0.15
C: -3.034 1.919 1.031  -1.49
C: -0.490 1.339 -1.864  -3.29
O: 0.505 0.755 -2.690  0.16
C: 0.894 1.547 -3.790  0.23
C: 2.007 0.661 -4.425  -1.56
C: 2.688 -0.320 -3.456  -0.43
C: 2.034 -1.711 -3.440  -0.41
S: 3.293 -3.005 -3.292  -0.34
C: 2.261 -4.397 -2.715  -0.13
S: 1.953 -4.523 -1.141  -0.16
N: 1.738 -5.317 -3.647  0.31
C: 2.740 -5.803 -4.606  -0.26
C: 3.987 -6.310 -3.880  -1.28
C: 0.527 -4.807 -4.310  1.71
C: -0.757 -5.114 -3.528  -1.10
S: -0.538 1.367 -5.004  1.17
O: -1.683 2.147 -4.706  -0.54
O: -0.070 1.368 -6.343  -0.61
F: -0.898 -0.132 -4.665  -0.21
C: 1.319 2.999 -3.324  -0.40
S: 3.114 3.034 -2.948  0.29
P: 1.345 4.142 -4.861  1.13
O: 0.046 4.471 -5.427  -0.65
O: 2.232 5.434 -4.666  -0.45
O: 2.157 3.306 -5.959  -0.61
H: -3.150 4.925 -4.000  0.34
H: -3.200 3.784 -2.645  0.14
H: -3.495 5.542 -2.401  0.40
H: -1.321 5.640 -1.793  0.23
H: -1.116 5.771 -3.491  0.46
H: 1.092 2.593 0.784  0.72
H: 2.232 2.388 -0.425  0.88
H: 0.531 -0.075 0.239  0.52
H: 2.172 0.057 -0.350  -0.58
H: 1.122 0.236 2.345  0.16
H: 2.394 1.479 1.990  0.53
H: 3.771 -0.095 2.632  0.43
H: 3.614 -0.739 1.006  0.39
H: 3.139 -2.893 4.626  0.27
H: 3.691 -4.390 3.824  0.35
H: 4.831 -3.037 4.074  0.07
H: -1.980 3.086 -0.827  0.67
H: -1.106 2.177 1.849  0.49
H: -1.211 0.874 0.689  0.20
H: -3.306 1.000 1.553  0.41
H: -3.391 2.801 1.548  0.36
H: -3.475 1.813 0.041  0.23
H: -0.778 0.550 -1.179  0.99
H: -1.418 1.593 -2.378  0.14
H: 1.546 0.026 -5.180  0.98
H: 2.760 1.217 -4.964  0.09
H: 3.700 -0.476 -3.849  0.76
H: 2.815 0.020 -2.433  -0.36
H: 1.418 -1.861 -4.325  0.20
H: 1.357 -1.776 -2.587  0.23
H: 2.291 -6.669 -5.095  0.34
H: 2.988 -5.064 -5.377  0.32
H: 4.639 -5.481 -3.605  0.30
H: 4.501 -6.995 -4.555  0.45
H: 3.713 -6.893 -3.002  0.29
H: 0.579 -3.743 -4.559  -0.29
H: 0.453 -5.337 -5.265  -0.99
H: -0.544 -5.343 -2.486  0.31
H: -1.209 -6.015 -3.950  0.12
H: -1.501 -4.327 -3.640  0.37
H: 3.342 1.953 -2.190  0.33
H: 2.829 5.449 -3.900  0.16
H: 3.076 3.176 -5.686  0.37
Br: -6.125 2.169 3.655  -0.14
C: -7.460 2.960 2.479  -0.55
C: -7.336 2.436 1.076  0.05
Br: -5.830 3.237 0.145  -0.10
H: -7.334 4.036 2.541  0.40
H: -8.422 2.682 2.904  0.34
H: -8.212 2.705 0.490  -0.35
H: -7.193 1.361 1.038  0.40
Br: 6.372 3.549 -3.032  -0.11
C: 7.045 5.332 -2.626  -0.58
C: 6.156 6.067 -1.657  -0.62
Br: 4.547 6.761 -2.493  -0.06
H: 7.158 5.847 -3.574  0.36
H: 8.025 5.166 -2.184  0.36
H: 6.670 6.945 -1.272  0.38
H: 5.832 5.444 -0.829  0.36
Br: 3.534 -0.362 5.973  -0.09
C: 3.729 -0.640 7.887  -0.57
C: 4.199 -2.037 8.194  -0.56
Br: 2.764 -3.335 8.003  -0.14
H: 2.769 -0.409 8.338  0.37
H: 4.467 0.090 8.212  0.33
H: 4.520 -2.111 9.231  0.38
H: 5.004 -2.360 7.542  0.29
Br: -11.056 1.886 0.302  -0.14
C: -11.760 3.402 -0.694  -0.59
C: -11.014 3.627 -1.982  -0.58
Br: -9.285 4.470 -1.688  -0.14
H: -11.718 4.260 -0.030  0.36
H: -12.798 3.150 -0.896  0.35
H: -11.563 4.317 -2.617  0.35
H: -10.825 2.707 -2.525  0.36
Br: 8.183 -6.994 2.665  -0.13
C: 7.682 -5.166 2.231  -0.44
C: 8.332 -4.177 3.160  -0.62
Br: 7.461 -4.149 4.901  -0.14
H: 6.598 -5.120 2.259  0.22
H: 8.024 -5.008 1.211  0.35
H: 8.228 -3.167 2.770  0.34
H: 9.381 -4.389 3.339  0.41
Br: -4.107 2.090 7.676  -0.12
C: -5.756 2.555 8.594  -0.44
C: -6.901 2.703 7.629  -0.57
Br: -6.807 4.377 6.649  -0.14
H: -5.559 3.462 9.156  0.39
H: -5.943 1.735 9.283  0.16
H: -7.848 2.734 8.163  0.37
H: -6.929 1.909 6.888  0.31
Br: -3.267 -3.962 8.950  -0.13
C: -2.770 -2.128 9.359  -0.56
C: -3.668 -1.529 10.408  -0.54
Br: -5.399 -1.041 9.670  -0.13
H: -2.795 -1.578 8.424  0.33
H: -1.746 -2.181 9.723  0.34
H: -3.244 -0.600 10.784  0.32
H: -3.858 -2.202 11.237  0.39
Br: 0.049 -6.512 -7.271  -0.13
C: -0.391 -8.407 -7.211  -0.63
C: -1.143 -8.760 -5.957  -0.59
Br: 0.044 -8.835 -4.418  -0.12
H: 0.544 -8.950 -7.305  0.38
H: -1.005 -8.588 -8.091  0.36
H: -1.574 -9.755 -6.040  0.37
H: -1.924 -8.045 -5.720  0.35

largest force on an atom	3.83	eV/A
highest occupied orbital energy	-7.999	eV
E_tot	-46022.07782	a.u.
molar mass	2343.7	g mol⁻¹
frontier orbital gap	7.894	eV

***

Q: Which value of largest force on an atom does entry 2 give?
A: 0.70 eV/A

***

Q: What is the largest force on an atom in the second record?
A: 0.70 eV/A

***

Q: Which value of molar mass does entry 1 give?
A: 725.5 g mol⁻¹

***

Q: What is the molar mass in the second record?
A: 590.1 g mol⁻¹